Record 1
Here is a cluster of 9 separate species, C7H25NO8 in total from the OMol25 dataset. Energies are from the ωB97M-V functional and the def2-TZVPD basis.

## Properties
DFT total energy ... -938.388561 a.u.
2S+1 ... 1
SMILES ... Cc1ccccc1N.O.O.O.O.O.O.O.O
LUMO ... 0.323 eV
HOMO energy ... -0.2918 Eh

Bonds (Å) are listed after each position.
Geometry (Å):
1 C 1.0605 2.5370 -2.2325  C2 1.518, H9 1.090, H10 1.080, H11 1.088
2 C 1.5135 1.7983 -0.9858  C1 1.518, C3 1.396, C7 1.406
3 C 2.7144 2.0487 -0.3185  C2 1.396, C4 1.382, H12 1.086
4 C 3.2353 1.1615 0.6048  C3 1.382, C5 1.398, H13 1.080
5 C 2.5329 -0.0196 0.8602  C4 1.398, C6 1.368, H14 1.085
6 C 1.2457 -0.2031 0.4343  C5 1.368, C7 1.412, H15 1.080
7 C 0.7543 0.7082 -0.5261  C2 1.406, C6 1.412, N8 1.393
8 N -0.6053 0.6127 -0.8124  C7 1.393, H16 1.007, H17 1.001
9 H 0.3957 3.3544 -1.9548  C1 1.090
10 H 1.9450 2.8353 -2.7752  C1 1.080
11 H 0.5467 1.8346 -2.8864  C1 1.088
12 H 3.2106 3.0087 -0.4301  C3 1.086
13 H 4.2073 1.2733 1.0633  C4 1.080
14 H 2.9630 -0.6219 1.6532  C5 1.085
15 H 0.6236 -1.0092 0.7941  C6 1.080
16 H -0.9689 0.8331 -1.7247  N8 1.007
17 H -1.0186 -0.2487 -0.5136  N8 1.001
18 O -1.5225 -2.0281 2.9491  H19 0.965, H20 0.962
19 H -0.9697 -1.2429 3.0395  O18 0.965
20 H -2.3600 -1.7725 3.3475  O18 0.962
21 O 2.4725 -1.8546 -1.5296  H22 0.960, H23 0.958
22 H 2.5889 -0.9466 -1.8186  O21 0.960
23 H 3.0955 -2.4615 -1.9311  O21 0.958
24 O -2.9369 -0.4091 -2.2607  H25 0.962, H26 0.964
25 H -2.5628 -0.4397 -3.1460  O24 0.962
26 H -2.5611 -1.1777 -1.8168  O24 0.964
27 O -1.9307 1.2773 2.2969  H28 0.961, H29 0.965
28 H -2.3064 0.9536 1.4734  O27 0.961
29 H -1.5288 2.0931 1.9734  O27 0.965
30 O -4.1076 -0.4284 -0.0350  H31 0.967, H32 0.964
31 H -4.3733 -0.0492 0.8138  O30 0.967
32 H -4.5095 0.2075 -0.6372  O30 0.964
33 O -0.8841 -2.4057 -2.0490  H34 0.960, H35 0.965
34 H -1.5224 -2.9893 -1.6327  O33 0.960
35 H -0.2074 -2.2190 -1.3871  O33 0.965
36 O -0.5211 -3.2661 0.7331  H37 0.963, H38 0.969
37 H -1.2372 -3.9094 0.7202  O36 0.963
38 H -0.4600 -3.0593 1.6775  O36 0.969
39 O 1.1903 2.2505 3.3380  H40 0.965, H41 0.967
40 H 2.0554 2.3130 2.9151  O39 0.965
41 H 0.7430 1.6605 2.7165  O39 0.967


Record 2
Here is a cluster of 9 separate species, C7H26O8 in total from the OMol25 dataset. Energies are from the ωB97M-V functional and the def2-TZVPD basis.

## Properties
DFT total energy ... -884.109829 a.u.
2S+1 ... 1
SMILES ... C=C/C=C(/C)C=C.O.O.O.O.O.O.O.O
LUMO ... 0.127 eV
HOMO energy ... -0.3266 Eh

Bonds (Å) are listed after each position.
Geometry (Å):
1 C -3.0642 0.0586 1.4997  C2 1.334, H8 1.105, H9 1.103
2 C -1.8261 0.3979 1.8618  C1 1.334, C3 1.468, H10 1.135
3 C -0.8283 -0.3431 2.6434  C2 1.468, C4 1.353, H11 1.082
4 C 0.4686 -0.3799 2.2587  C3 1.353, C5 1.510, C6 1.476
5 C 1.6103 -0.9099 3.0930  C4 1.510, H12 1.105, H13 1.081, H14 1.111
6 C 0.7873 0.3374 1.0082  C4 1.476, C7 1.310, H15 1.096
7 C 1.7354 1.1912 0.7107  C6 1.310, H16 1.101, H17 1.052
8 H -3.4669 -0.9465 1.7183  C1 1.105
9 H -3.8160 0.5132 0.8331  C1 1.103
10 H -1.4241 1.4009 1.5136  C2 1.135
11 H -1.1291 -1.0219 3.4305  C3 1.082
12 H 1.9209 -1.9186 2.7640  C5 1.105
13 H 2.3124 -0.1257 3.3380  C5 1.081
14 H 1.1836 -1.3070 4.0394  C5 1.111
15 H 0.0819 -0.0062 0.2433  C6 1.096
16 H 2.5718 1.3487 1.4087  C7 1.101
17 H 1.8560 1.8539 -0.0974  C7 1.052
18 O 2.0277 1.6130 -2.3472  H19 1.012, H20 0.960
19 H 2.2381 0.6374 -2.1777  O18 1.012
20 H 2.1185 1.7556 -3.2923  O18 0.960
21 O -1.3003 1.6721 -3.3141  H22 0.948, H23 0.962
22 H -1.5757 2.3642 -2.7280  O21 0.948
23 H -0.4596 1.2382 -3.1408  O21 0.962
24 O -0.2946 -0.8697 -2.2396  H25 0.968, H26 0.957
25 H -0.9564 -1.0258 -1.5502  O24 0.968
26 H 0.0441 -1.7338 -2.4744  O24 0.957
27 O 2.2737 -1.6334 -1.4641  H28 0.977, H29 0.967
28 H 2.0990 -2.1686 -2.2625  O27 0.977
29 H 2.5272 -2.3207 -0.8327  O27 0.967
30 O -1.8398 2.8451 -0.8003  H31 0.953, H32 0.952
31 H -1.8357 2.0042 -0.3517  O30 0.953
32 H -1.1972 3.5479 -0.7893  O30 0.952
33 O 0.9173 -3.5304 0.0229  H34 0.958, H35 0.992
34 H 1.2000 -3.1745 0.8668  O33 0.958
35 H -0.0612 -3.3656 0.0072  O33 0.992
36 O 0.3898 3.7976 -1.6010  H37 0.962, H38 0.967
37 H 0.3763 2.9632 -2.0791  O36 0.962
38 H 1.2126 3.7460 -1.0960  O36 0.967
39 O -1.8942 -2.8083 0.3786  H40 0.960, H41 0.974
40 H -2.4646 -2.1636 0.8045  O39 0.960
41 H -2.5184 -3.5330 0.1942  O39 0.974


Record 3
Here is a cluster of 6 separate species, C7H27NO5 in total from the OMol25 dataset. Energies are from the ωB97M-V functional and the def2-TZVPD basis.

## Properties
DFT total energy ... -713.767809 a.u.
Net charge ... -1
2S+1 ... 2
LUMO (spin up / spin down) ... 3.182 / 3.017 eV
HOMO energy (spin up / spin down) ... 0.0211 / -0.2138 Eh
⟨S²⟩ ... 0.751

Bonds (Å) are listed after each position.
Geometry (Å):
1 C -0.2906 -0.9932 0.9138  N2 1.468, C6 1.545, H9 1.103, H10 1.113
2 N -0.8331 0.3326 1.2326  C1 1.468, C3 1.444, H11 1.008
3 C -0.7867 0.7940 2.6001  N2 1.444, C4 1.569, C5 1.531, H12 1.100
4 C 0.6471 0.9036 3.2267  C3 1.569, H13 1.089, H14 1.092, H15 1.086
5 C -1.4998 2.1491 2.5967  C3 1.531, H16 1.105, H17 1.084, H18 1.093
6 C -0.7628 -1.5562 -0.4448  C1 1.545, C8 1.522, H19 1.096, H20 1.082
7 C 0.7564 -2.4500 -2.2845  C8 1.535, H21 1.085, H22 1.083, H23 1.085
8 C 0.1499 -1.2102 -1.6132  C6 1.522, C7 1.535, H24 1.127, H25 1.086
9 H 0.7970 -0.9279 1.0857  C1 1.103
10 H -0.8623 -1.6638 1.5930  C1 1.113
11 H -0.7584 0.9985 0.4800  N2 1.008
12 H -1.2395 0.0252 3.2429  C3 1.100
13 H 1.1672 1.8590 3.1668  C4 1.089
14 H 1.1628 0.1201 2.6670  C4 1.092
15 H 0.7109 0.5999 4.2678  C4 1.086
16 H -1.2857 2.5601 3.5999  C5 1.105
17 H -2.5794 2.1289 2.5013  C5 1.084
18 H -1.1157 2.9327 1.9389  C5 1.093
19 H -0.7946 -2.6503 -0.3937  C6 1.096
20 H -1.8150 -1.3058 -0.4430  C6 1.082
21 H 1.4621 -2.0537 -3.0077  C7 1.085
22 H -0.0639 -2.9626 -2.7708  C7 1.083
23 H 1.3710 -3.2006 -1.7986  C7 1.085
24 H -0.5524 -0.8297 -2.4082  C8 1.127
25 H 0.7212 -0.3155 -1.3850  C8 1.086
26 H -2.8571 1.0054 -1.2458  O28 0.961
27 H -2.3622 0.0220 -2.1676  O28 0.973
28 O -3.0782 0.6791 -2.1222  H26 0.961, H27 0.973
29 H -0.1633 -3.8666 0.6441  O31 0.967
30 H 1.2010 -3.4949 0.1529  O31 0.972
31 O 0.6676 -4.2778 0.3693  H29 0.967, H30 0.972
32 H 2.6064 1.6781 -1.2251  O34 0.960
33 H 2.3609 1.5415 0.3538  O34 0.973
34 O 2.4304 2.1463 -0.4054  H32 0.960, H33 0.973
35 H 2.2242 0.0625 -3.0996  O37 0.975
36 H 1.8594 1.5447 -3.2680  O37 0.967
37 O 2.6114 0.9367 -3.2889  H35 0.975, H36 0.967
38 H 0.1026 2.4700 -0.7370  O40 0.969
39 H -0.7619 3.5797 -1.1015  O40 0.971
40 O -0.5467 2.6891 -1.4227  H38 0.969, H39 0.971